(1)
{"formula": "C4H11NS", "method": "the ωB97M-V functional and the def2-TZVPD basis", "smiles": "CN(C)CCS", "total_charge": 0, "orbital_gap_ha": 0.35291, "lumo_ev": 0.988, "homo_energy_ev": -8.615, "relative_energy_kcal_mol": 27.92, "symbols": ["H", "H", "H", "H", "H", "C", "H", "H", "C", "C", "H", "H", "C", "H", "H", "N", "S"], "coordinates": [[2.292, 1.225, -0.233], [2.635, -0.891, -0.610], [-0.732, 0.006, 1.273], [1.890, -1.305, 0.930], [-1.624, 0.313, -1.674], [1.232, 1.093, 0.037], [-3.305, 0.273, 1.127], [-0.799, -1.427, 0.117], [-1.718, 0.426, -0.563], [-0.602, -0.331, 0.146], [1.431, -2.193, -0.505], [-1.628, 1.504, -0.337], [1.725, -1.202, -0.175], [0.587, 1.942, -0.196], [1.252, 1.017, 1.168], [0.766, -0.120, -0.418], [-3.403, -0.329, -0.085]], "atomic_forces_ev_per_a": [[-0.5, 0.5, -0.3], [1.1, 0.0, -0.6], [0.8, -0.7, -1.6], [0.1, 0.1, -0.4], [-0.2, 0.0, 0.9], [1.7, 1.5, 2.4], [-0.4, -0.4, -0.2], [0.0, 0.8, 0.0], [-0.2, -0.5, -1.2], [0.3, -0.9, 1.2], [-0.3, 0.2, -0.5], [-0.6, -0.5, -0.1], [-1.2, 0.4, 1.9], [0.3, -0.1, -0.3], [0.1, 0.6, -0.4], [-2.7, -2.3, -1.0], [1.6, 1.4, 0.2]]}



(2)
{"formula": "C36H64O24", "method": "the ωB97M-V functional and the def2-TZVPD basis", "smiles": "C[C@H]1COC(=O)O1.C[C@H]1COC(=O)O1.C[C@H]1COC(=O)O1.C[C@H]1COC(=O)O1.C[C@H]1COC(=O)O1.C[C@H]1COC(=O)O1.COCCOCCOC.COCCOCCOC", "total_charge": 0, "orbital_gap_ha": 0.36228, "lumo_ev": 0.431, "homo_energy_ev": -9.427, "relative_energy_kcal_mol": 0.00, "symbols": ["C", "C", "O", "H", "H", "H", "H", "O", "H", "H", "H", "C", "C", "C", "H", "H", "C", "H", "C", "C", "H", "O", "C", "O", "O", "C", "H", "C", "C", "H", "C", "C", "C", "C", "C", "H", "O", "H", "C", "H", "C", "C", "H", "H", "H", "H", "H", "H", "H", "C", "H", "H", "H", "H", "H", "O", "O", "O", "C", "H", "H", "H", "H", "O", "H", "H", "C", "H", "O", "H", "O", "C", "H", "H", "O", "C", "H", "H", "O", "H", "C", "H", "H", "H", "H", "O", "O", "O", "O", "H", "H", "H", "H", "H", "H", "H", "H", "O", "H", "H", "C", "H", "O", "C", "C", "O", "O", "H", "H", "C", "H", "O", "C", "O", "C", "H", "C", "C", "H", "C", "H", "C", "H", "H"], "coordinates": [[-3.026, 0.961, -3.196], [2.677, -4.218, -4.889], [4.038, -3.496, -1.183], [1.854, -5.047, 2.912], [1.834, 1.289, -2.945], [-5.006, 2.933, -2.694], [1.207, 6.792, -1.101], [-0.040, 5.921, 0.196], [-6.018, 0.322, 0.414], [-1.600, 5.803, 2.180], [8.143, -1.940, 5.894], [-1.399, 4.801, 1.745], [-1.011, 4.884, 0.313], [0.036, 1.031, 0.024], [-5.262, -0.943, 2.538], [-6.767, 1.733, -2.226], [-0.739, -0.756, -1.189], [1.918, -4.384, -5.696], [-4.734, 2.489, -3.629], [3.121, -3.393, -1.935], [0.503, 0.614, 0.950], [0.523, -0.566, -1.553], [7.276, -2.262, 5.279], [3.636, 1.568, 1.047], [-0.362, 4.220, 2.502], [6.482, -0.611, 2.193], [6.340, -2.140, 5.732], [3.140, 2.820, 1.320], [1.988, -4.352, 2.116], [-4.862, 0.642, 3.129], [-5.582, -2.374, -3.959], [6.185, -1.399, 3.450], [5.451, 0.270, 0.275], [-4.442, -0.233, 2.659], [-3.989, -3.957, -4.165], [5.861, -2.442, 3.046], [-1.136, 0.246, -0.338], [2.888, -4.583, 1.546], [-3.992, 2.295, 0.241], [2.968, 3.427, 0.394], [-3.942, 0.218, 1.291], [4.937, 1.676, 0.494], [0.724, -4.697, -3.286], [-1.853, 5.070, -0.362], [2.006, 0.689, -0.732], [1.350, 2.598, -1.810], [3.856, 3.420, 1.833], [0.116, 1.837, -2.790], [6.813, 0.389, 2.498], [-5.278, 1.056, -3.657], [-7.379, 0.598, -3.435], [2.853, -2.853, 3.386], [-1.095, 4.797, 4.454], [1.083, 4.097, 4.608], [-4.396, -4.929, -3.901], [1.058, 2.198, 3.931], [1.914, -3.961, -1.803], [-3.609, 1.653, 1.347], [-3.790, -3.114, -2.891], [-0.354, 6.311, -1.851], [2.906, -5.146, -4.253], [5.632, 2.226, 1.182], [-4.989, 3.068, -4.515], [-1.969, 0.600, -2.877], [-4.367, -4.190, -1.019], [-5.383, 0.786, -4.682], [2.050, -2.885, 2.602], [0.839, 5.108, -1.417], [-3.906, 3.454, 0.083], [4.879, 2.209, -0.491], [-1.428, -1.653, -1.489], [0.073, -1.738, 2.332], [-1.690, 3.196, 3.595], [6.473, 0.285, -0.114], [-4.639, 1.445, -0.576], [0.432, 6.053, -1.121], [-2.337, 4.217, 1.850], [4.838, -0.271, -0.531], [-5.102, -2.562, -2.765], [-3.604, -0.595, 3.259], [-0.821, 3.869, 3.778], [-0.568, 0.993, 3.368], [-2.807, -4.694, -1.684], [-3.134, -3.988, -4.803], [-3.023, -0.245, 1.017], [-4.172, 0.207, -3.257], [-1.056, -1.528, 2.527], [3.154, -2.659, -3.049], [7.367, -1.406, 4.157], [1.804, -2.182, -4.359], [-0.255, 2.090, 0.059], [-6.284, -0.014, -2.212], [1.088, -4.500, 1.497], [-3.042, -2.303, -2.955], [0.286, -3.039, -2.762], [2.230, 2.819, 1.875], [1.079, 0.211, 3.454], [5.310, -0.540, 1.401], [-4.802, -0.635, -0.498], [0.118, 0.587, 4.932], [2.228, -1.785, 1.526], [2.678, -0.897, 1.946], [0.815, -2.494, 3.210], [0.378, 3.243, 4.542], [0.405, 0.965, 3.923], [-5.021, -3.222, -4.876], [-6.440, -1.563, -4.198], [2.564, -1.994, 0.550], [0.129, 2.943, 5.580], [1.074, -3.750, -3.013], [3.635, -3.856, -5.380], [-3.262, 2.180, -3.676], [0.990, 0.733, -1.124], [0.786, -1.337, 1.302], [-4.898, 0.205, 0.182], [7.357, -1.029, 1.698], [-6.516, 0.838, -2.797], [1.051, 1.690, -2.279], [7.400, -3.292, 5.006], [-3.494, -3.860, -1.518], [-0.537, 3.898, 0.011], [2.125, -3.128, -3.973], [-3.046, -3.172, -0.857], [5.304, -0.983, 3.961]], "atomic_forces_ev_per_a": [[-3.3, 0.5, -1.4], [0.9, 0.4, -0.4], [-0.1, 0.0, 0.6], [0.2, -0.3, 0.9], [-0.3, 0.6, 0.0], [0.3, 0.7, 0.4], [0.3, 0.5, -0.2], [-0.5, 0.0, -0.1], [1.6, -0.5, 0.3], [0.0, -0.2, -0.5], [-0.8, -0.5, 0.1], [-1.0, 0.3, 0.8], [1.2, -0.3, -0.5], [-0.1, -0.2, -0.2], [0.3, -0.3, 0.2], [0.2, -0.2, 0.3], [0.6, 2.5, 1.9], [0.7, -0.3, 0.7], [1.8, -2.0, -0.3], [-0.4, 0.1, -0.4], [-0.9, 0.9, -0.6], [0.8, -0.3, -0.5], [2.5, 1.0, -0.3], [0.6, -0.8, -0.2], [0.2, 0.1, 0.0], [-0.3, 0.9, 0.6], [-1.3, 0.3, 1.2], [-0.5, 1.8, -1.3], [-0.7, 1.2, -1.0], [-0.2, 0.3, 0.3], [-1.6, 0.8, -1.7], [-1.0, -1.3, -2.5], [-1.2, -0.9, -1.9], [0.2, 0.3, -0.6], [-0.6, 0.7, 0.7], [0.5, 1.1, 1.0], [0.7, -0.3, 0.1], [-0.1, -0.1, 0.0], [-1.0, -2.1, 0.9], [-0.1, -0.5, 0.2], [0.6, 1.2, 1.2], [0.1, -0.1, -0.1], [-0.6, -1.3, -0.6], [-0.1, 0.0, 0.2], [0.0, -0.7, 0.1], [0.5, 1.1, -0.1], [0.7, 0.5, 0.9], [-0.4, -0.1, -0.2], [-0.2, 0.2, 0.0], [-0.1, 0.4, -0.2], [0.4, 0.0, 0.3], [-0.7, 0.4, -0.7], [0.1, -1.5, -1.4], [-0.1, -0.6, 0.0], [0.2, -0.3, -0.2], [0.5, -0.2, -0.5], [-0.8, -0.5, -0.3], [0.4, -0.2, 0.7], [0.6, -1.2, 1.9], [0.1, 0.1, 0.3], [-0.4, 1.2, -1.2], [-0.6, -0.2, -0.4], [0.1, 0.0, 0.2], [2.4, -1.1, 0.5], [-1.2, -0.6, 0.0], [-0.8, -0.3, -0.8], [0.9, -0.7, 0.1], [0.5, -0.7, -0.5], [0.5, 2.0, -0.8], [0.2, -0.2, 0.7], [-0.9, -2.0, -0.6], [1.9, -1.5, 0.8], [0.3, 0.4, 0.8], [0.1, 0.1, 0.2], [0.4, -0.8, 0.0], [-0.6, -0.1, 0.3], [0.4, 0.1, -0.1], [0.6, 1.0, 0.9], [0.7, 0.3, 1.3], [-0.3, -0.2, -0.1], [0.1, 0.1, 1.2], [0.8, 0.0, 0.1], [0.0, 0.1, 0.1], [0.6, -0.3, -0.3], [0.6, -0.6, -0.2], [0.8, 0.7, 1.0], [-2.8, 0.8, 0.2], [0.2, -0.3, -0.8], [-0.1, -0.3, 0.5], [-0.5, 0.0, -1.1], [0.1, -0.6, 0.3], [-0.3, -0.7, 0.9], [0.4, 0.2, -0.2], [-0.5, -0.3, -0.4], [-0.1, -0.2, 0.1], [-0.6, -0.5, 0.5], [-0.4, 0.7, 0.4], [0.8, -0.5, 0.6], [0.2, -0.1, -0.1], [0.4, 0.3, -0.3], [-2.3, 0.8, 1.3], [0.6, 0.1, -0.1], [0.1, 0.1, -0.3], [-0.3, 1.1, 0.4], [-1.1, -0.9, -0.2], [0.2, 0.5, 0.9], [0.4, -1.0, -0.5], [0.8, -0.7, -0.8], [-0.3, 0.3, -0.4], [1.9, 2.3, 1.4], [-1.1, -0.6, 0.6], [-1.4, 1.9, 0.2], [-0.1, 0.0, 0.2], [1.8, -1.0, -0.1], [-3.0, 0.9, -1.9], [-0.1, -0.4, -0.5], [-0.3, 0.7, -1.4], [0.3, -0.9, 0.0], [0.1, -0.7, -0.3], [0.4, 0.2, -2.4], [-0.5, 1.0, 0.2], [0.2, -0.6, 1.3], [0.8, 0.8, 0.6], [0.3, 0.1, 0.3]]}



(3)
{"formula": "C24H20N4O17S2V", "method": "the ωB97M-V functional and the def2-TZVPD basis", "spin_multiplicity": 2, "total_charge": -2, "orbital_gap_ha": [0.22101, 0.22130], "lumo_ev": [2.970, 2.970], "s_squared": 0.78, "homo_energy_ev": [-3.044, -3.052], "relative_energy_kcal_mol": 50.52, "symbols": ["N", "O", "C", "C", "C", "H", "O", "H", "C", "O", "C", "C", "C", "C", "V", "C", "C", "O", "O", "H", "H", "O", "O", "O", "C", "C", "O", "H", "O", "H", "H", "H", "O", "H", "S", "H", "C", "O", "C", "C", "H", "O", "O", "C", "H", "N", "O", "H", "H", "O", "S", "H", "C", "H", "C", "C", "H", "O", "H", "C", "C", "C", "N", "N", "C", "C", "H", "H"], "coordinates": [[-1.953, -0.169, 6.731], [0.764, -1.806, -0.853], [1.299, 3.137, -3.157], [-0.433, -5.794, 0.638], [3.433, 3.105, 1.921], [0.368, 0.685, 5.368], [3.929, -2.123, -3.004], [1.346, 6.339, -2.236], [1.094, 5.459, -2.808], [-3.483, -8.577, -0.364], [-2.394, -1.181, 4.436], [-2.041, -4.121, 0.132], [1.441, 2.772, 0.581], [2.477, 2.214, 1.234], [0.569, -0.772, -2.089], [-0.317, 0.115, 4.758], [0.248, 3.113, -4.049], [1.570, -1.790, -3.585], [-2.525, -0.762, -0.209], [-0.966, -7.788, 0.062], [2.568, 4.471, -1.791], [-0.710, 0.514, -1.165], [-0.135, 0.797, -4.133], [-2.865, 0.864, -2.071], [1.245, 4.144, 0.564], [2.203, 4.977, 1.131], [1.958, 0.065, 0.503], [-3.308, -1.619, 4.809], [-0.538, 1.839, -5.928], [4.065, 5.104, 2.261], [0.864, 0.332, 2.886], [-2.210, -3.055, 0.166], [-1.491, -1.070, -2.349], [0.488, 4.620, -0.040], [-1.971, -0.075, -1.385], [1.789, 2.242, -2.802], [-2.993, -5.100, -0.223], [3.554, -0.758, -4.712], [0.009, -0.073, 3.407], [-0.768, -4.445, 0.593], [-2.759, -1.932, 2.550], [-1.201, 0.636, 7.311], [2.478, -0.189, -2.564], [-1.348, -6.778, 0.087], [-0.245, 6.506, -4.024], [2.600, 0.724, 1.269], [3.237, 0.180, 2.163], [-0.099, -3.666, 0.927], [2.044, 6.036, 0.995], [-2.918, -0.752, 7.244], [2.933, -1.201, -3.505], [0.623, 2.174, 0.207], [-2.677, -6.451, -0.243], [-0.645, -0.756, 1.556], [3.283, 4.514, 1.806], [-0.901, -0.736, 2.605], [4.177, 2.586, 2.507], [-4.489, -7.122, -1.521], [0.582, -6.091, 0.856], [1.788, 4.312, -2.521], [-1.552, -0.388, 5.292], [-2.093, -1.313, 3.133], [-3.570, -7.446, -0.775], [-0.198, 1.851, -4.740], [0.138, 5.524, -3.784], [-0.323, 4.322, -4.424], [-1.035, 4.400, -5.232], [-4.007, -4.775, -0.405]], "atomic_forces_ev_per_a": [[1.2, 0.6, -0.3], [-0.3, 2.0, -2.5], [1.7, -0.5, 1.9], [-1.3, -1.0, -1.8], [-1.8, -1.4, -1.3], [-0.2, 0.0, 0.3], [-0.4, -0.8, 2.1], [0.1, 0.4, -0.2], [0.5, 0.8, 0.3], [0.9, -1.1, 0.4], [0.4, 1.4, 2.7], [-0.1, -0.3, 0.5], [-2.4, 0.0, -0.4], [3.0, 1.7, 1.8], [0.2, -3.9, 1.7], [-1.0, -0.1, 0.8], [-0.2, 0.9, -0.7], [-2.8, -2.0, -1.4], [0.1, 0.9, -0.2], [-0.3, -0.2, -0.2], [0.2, -1.2, -0.1], [6.8, 4.8, 2.9], [0.3, 1.0, 0.6], [0.0, -0.4, 1.2], [1.3, 0.6, -0.1], [-1.5, 1.0, -0.9], [-0.5, 0.7, -0.9], [0.0, 0.0, 0.3], [0.2, 1.6, 1.2], [-0.2, 0.4, 0.0], [0.2, 0.1, 0.7], [-0.9, 0.1, -0.5], [1.0, -3.2, -2.7], [-0.4, -0.4, 0.2], [-6.3, -1.4, -1.3], [-0.1, -0.6, -0.5], [-0.1, 1.2, 0.3], [-1.2, 2.3, -2.2], [-1.5, -0.2, 0.4], [-0.6, -1.2, 0.0], [0.1, 0.3, -0.5], [-1.5, -1.2, -0.1], [0.0, 5.1, 3.5], [0.9, 0.8, 1.6], [-0.4, -0.2, -0.2], [-0.2, -0.6, 1.0], [0.8, 1.2, 0.4], [0.1, 0.0, -0.2], [0.1, 0.3, 0.1], [1.5, 0.9, -1.0], [2.7, -3.4, -1.0], [0.2, -0.5, -0.5], [2.7, 1.2, -0.1], [-0.4, -0.4, -0.3], [1.4, -3.2, 0.9], [-0.6, -0.4, -0.1], [0.3, 0.3, 0.0], [0.7, 0.7, 0.0], [0.0, -0.2, 0.2], [-1.7, -0.5, -1.2], [0.2, -0.9, -1.4], [1.5, 0.0, -1.6], [-2.0, 0.1, 0.1], [0.3, -1.9, -0.7], [-1.2, -1.6, -0.9], [0.7, 1.7, 0.3], [-0.2, -0.2, 0.1], [0.0, 0.0, -0.4]]}